57
Properties=species:S:1:pos:R:3 method="wB97M-V/def2-TZVPD" e_tot_ev=-62184.97430 gap_ev=8.230 smiles="CCOc1ccc(S(=O)(=O)Nc2ccc(S(=O)(=O)Nc3cc(OC)ccc3OC)cc2)cc1"
C -0.8392 -3.6411 -0.1321
C -2.2589 -4.1907 -0.0606
H -2.6029 -4.2707 0.9767
H -2.2927 -5.1864 -0.5124
O -3.1846 -3.4404 -0.8347
C -3.6995 -2.2874 -0.3754
C -3.4515 -1.7228 0.8773
C -4.0524 -0.5262 1.2251
C -4.8910 0.1114 0.3334
C -5.1598 -0.4401 -0.9079
C -4.5793 -1.6383 -1.2555
H -4.7736 -2.0995 -2.2103
H -5.8319 0.0741 -1.5768
S -5.4287 1.7794 0.6482
O -5.1999 2.1339 2.0124
O -6.7043 2.0491 0.0608
N -4.3162 2.6346 -0.3368
C -3.0203 2.1432 -0.3426
C -2.3803 1.7703 -1.5258
C -1.1453 1.1519 -1.4754
C -0.5542 0.9149 -0.2497
C -1.1480 1.3334 0.9281
C -2.3766 1.9582 0.8845
H -2.8782 2.2837 1.7810
H -0.6439 1.1403 1.8611
S 0.9611 -0.0097 -0.1454
O 1.3330 -0.5126 -1.4369
O 0.8378 -0.9688 0.9148
N 2.0265 1.1967 0.3573
C 3.4035 0.9548 0.2687
C 3.9012 -0.3105 0.5291
C 5.2701 -0.5485 0.4667
C 6.1279 0.5023 0.1562
C 5.6303 1.7665 -0.1042
C 4.2666 2.0086 -0.0626
O 3.6596 3.2180 -0.3263
C 4.4849 4.3067 -0.6599
H 5.0553 4.1136 -1.5741
H 3.8115 5.1464 -0.8260
H 5.1740 4.5519 0.1543
H 6.3225 2.5558 -0.3494
H 7.1880 0.3131 0.1164
O 5.8513 -1.7583 0.6924
C 5.0132 -2.8581 0.9617
H 4.4497 -2.7160 1.8890
H 5.6792 -3.7131 1.0695
H 4.3139 -3.0395 0.1400
H 3.1934 -1.0842 0.7695
H 1.7884 2.1081 -0.0076
H -0.6425 0.8157 -2.3684
H -2.8679 1.9401 -2.4742
H -4.7160 2.7989 -1.2495
H -3.8793 -0.0800 2.1906
H -2.7832 -2.1945 1.5784
H -0.5380 -3.5249 -1.1699
H -0.1606 -4.3383 0.3509
H -0.7422 -2.6750 0.3563